Molecular formula: C5H12N2O
Method: DFT, ωB97M-V/def2-TZVPD

Output
2S+1 = 2
LUMO level (alpha / beta) = 3.9 / 3.3 eV
Molar mass = 116.16 u
F_max = 4.012 eV/A
HOMO energy (alpha / beta) = -2.81 / -2.77 eV
Energy = -10400.548 eV
<S²> = 0.76
Relative energy (zero: lowest compared OMol25 entry of this formula, charge and spin) = 5.957 eV
Net charge = -1

Each line ends with the Löwdin spin population.
Geometry (Å):
C: -1.576 0.429 -0.176  0.05
N: -2.913 0.019 0.615  0.06
C: -1.871 -0.109 1.442  -0.01
O: 0.049 -2.036 1.093  0.01
C: -0.095 1.152 0.200  0.08
C: 0.752 1.194 -0.970  0.56
C: 1.553 0.060 -1.406  0.09
N: 2.299 -0.813 -0.404  0.05
H: -1.905 1.279 -0.789  0.00
H: -1.447 -0.372 -0.910  0.00
H: -1.827 0.451 2.391  0.00
H: -1.400 -1.097 1.534  0.00
H: 0.355 0.560 1.005  0.01
H: -0.459 2.080 0.646  0.00
H: 1.010 2.071 -1.520  0.04
H: -0.066 -2.989 1.061  0.00
H: 0.965 -0.804 -1.856  0.04
H: 2.277 0.275 -2.206  0.00
H: 1.513 -1.251 0.114  0.00
H: 2.785 -0.099 0.138  0.00

***

Molecular formula: CCl3F2N
Method: DFT, ωB97M-V/def2-TZVPD

Output
2S+1 = 1
LUMO level (alpha / beta) = -3.2 / -3.2 eV
Molar mass = 170.37 u
F_max = 2.435 eV/A
HOMO energy (alpha / beta) = -9.75 / -9.76 eV
Energy = -45521.851 eV
Relative energy (zero: lowest compared OMol25 entry of this formula, charge and spin) = 4.064 eV
Net charge = 0

Each line ends with the Mulliken charge.
Geometry (Å):
C: -0.412 -0.350 0.077  0.50
N: -0.383 0.682 0.937  0.04
F: 1.807 -1.504 -2.357  -0.62
F: 0.808 0.776 1.682  -0.14
Cl: -1.942 -0.947 -0.433  -0.04
Cl: 0.971 -1.105 -0.475  0.23
Cl: -0.848 2.447 0.568  0.03